[1]
Molecular formula: C3H31NO15
Method: DFT, wB97M-V/def2-TZVPD

Positions of all 50 atoms, in Å:
O  0.13591  0.87181  2.31101
O  1.61604  -1.19906  -1.66343
O  -4.55290  -1.45723  0.50544
O  0.83643  2.62524  0.47426
O  3.23184  -0.84238  2.55550
O  -2.27738  1.80280  2.81200
O  0.80165  -1.24136  1.11014
O  4.46393  0.14346  -1.48434
O  -3.73171  1.16651  0.69677
O  -1.83243  -1.13459  1.97978
O  3.09507  -2.16590  0.32636
O  -2.59138  -1.18403  -2.37286
O  -0.63882  -2.72839  -2.84043
O  -0.56515  2.30867  -4.06181
O  3.60848  2.62793  0.93763
N  -1.58363  0.66277  -3.01063
C  -1.84165  -0.29245  -2.09590
C  -1.30694  -0.08438  -0.66089
C  -0.54374  1.70026  -3.03385
H  -4.31044  1.45207  0.04350
H  -0.17457  2.83105  0.60502
H  -1.34793  -3.03424  -2.19176
H  -1.89238  1.02292  3.05230
H  -0.72532  -0.92572  -0.20641
H  -2.01647  0.59909  -4.02473
H  -2.14543  -0.22731  1.69769
H  0.66324  -2.02168  1.63026
H  0.89453  0.81630  2.93589
H  -3.82376  -1.92436  0.24769
H  1.50265  3.32299  0.77176
H  3.44629  -1.53952  -0.31396
H  -0.65096  0.84632  -0.74860
H  -0.94805  -1.10112  1.64749
H  1.42557  -1.50290  -2.57547
H  -0.10852  1.92224  -2.04614
H  1.05989  -1.43380  -1.03575
H  -2.87083  1.65568  2.12927
H  3.83413  2.48310  0.05738
H  3.41165  0.20423  -1.50111
H  4.02177  -0.40631  2.91363
H  3.86063  1.63407  1.10725
H  0.21469  1.59100  1.68001
H  3.70784  -1.54169  2.21298
H  2.15701  -1.89264  0.03483
H  -4.02955  0.23519  0.46203
H  4.78203  0.38197  -0.58941
H  -1.99940  0.14979  0.21970
H  -0.95640  -2.85664  -3.71140
H  1.32785  -0.66136  1.52498
H  -4.63336  -1.65841  1.48634

The value obtained for the highest occupied orbital energy is -10.2 eV. The HOMO-LUMO gap comes out at 10.01 eV.

Löwdin population analysis, charges in e, atoms 1 to 6: number 1, O, carries -0.0709; number 2, O, carries -0.0008; number 3, O, carries -0.0175; number 4, O, carries -0.1274; number 5, O, carries -0.0288; number 6, O, carries -0.0047

[2]
Molecular formula: CH3BrOS
Method: DFT, wB97M-V/def2-TZVPD

Positions of all 7 atoms, in Å:
Br  2.42689  -1.09123  0.03565
S  1.45951  0.90346  -0.48206
O  1.79529  1.80494  0.58826
C  -1.35725  -0.35022  -0.06524
H  -1.55454  0.30437  -0.76366
H  -1.35735  -1.37533  -0.22941
H  -1.41255  -0.19600  0.91646

The value obtained for the highest occupied orbital energy (alpha / beta) is -9.2 / -9.2 eV. The HOMO-LUMO gap (alpha / beta) comes out at 7.79 / 8.63 eV.

Löwdin population analysis, charges in e, atoms 1 to 6: number 1, Br, carries 0.1639; number 2, S, carries 0.4747; number 3, O, carries -0.6201; number 4, C, carries 0.0986; number 5, H, carries -0.0659; number 6, H, carries -0.0113

[3]
Molecular formula: C66H48N10O4Re
Method: DFT, wB97M-V/def2-TZVPD

Positions of all 129 atoms, in Å:
Re  0.14354  -1.02928  0.62132
O  -2.98066  7.63562  1.49872
O  5.97804  -6.27398  -3.56388
O  6.01464  0.49762  7.36492
O  -4.35926  -1.27648  -7.32798
N  0.52774  0.32242  2.21062
N  0.09514  -2.43798  -1.01928
N  -1.66806  0.08452  0.71492
N  1.92384  2.12292  0.37712
N  -1.26116  -2.31088  1.49122
N  1.38704  4.61952  1.45402
N  -3.36006  -4.00898  2.19642
N  1.81224  -2.07008  1.29002
N  -7.33256  2.74362  -2.35648
N  0.03254  0.26752  -1.21888
C  3.52314  -3.58268  1.47102
C  2.27164  -0.85058  3.44152
C  -2.11506  6.62772  1.22532
C  3.91944  -6.41468  -2.47538
C  3.89374  -0.25248  6.78992
C  4.24794  -3.89798  -1.39908
C  -3.69826  -1.25668  -6.16118
C  1.26684  0.12072  3.35802
C  5.23964  -4.41608  -2.19628
C  7.31344  0.96112  7.05462
C  -2.78256  -0.67028  0.66422
C  -0.33286  2.22232  -2.31588
C  0.78034  -3.60738  -1.13088
C  -3.98396  1.15142  -0.29418
C  0.23704  4.63052  0.90542
C  -5.15856  1.70332  -0.98788
C  2.93884  -0.59368  5.86452
C  -0.01086  1.54552  2.30532
C  -0.83066  3.68662  1.20072
C  -2.36096  -1.67388  -6.21468
C  -0.93856  1.22512  -3.04508
C  0.22324  -4.39618  -2.18488
C  -2.56436  -1.99458  1.22292
C  -7.51346  1.97532  -1.30128
C  -0.78476  -2.40838  -2.06918
C  -2.56796  5.40142  1.79102
C  5.20504  0.06042  6.39572
C  -3.43796  -0.84018  -3.80658
C  3.04934  -4.58908  -1.16498
C  5.55114  -0.08508  5.04852
C  2.01784  -3.81758  -0.48108
C  1.07854  1.23722  4.21932
C  3.26694  -0.68768  4.50642
C  7.16894  -5.59548  -3.91248
C  3.54744  -2.80728  2.58892
C  2.50934  -1.83758  2.45792
C  -5.76976  -1.21468  -7.35268
C  0.70474  2.10382  0.07232
C  0.28044  2.13192  3.55012
C  -0.74916  0.01572  -2.33068
C  -4.22956  -0.84458  -4.93858
C  -0.03546  5.78412  -0.01978
C  -1.72286  1.41262  0.53322
C  -1.59606  -1.71728  -5.07588
C  -0.52416  2.21452  1.06422
C  -3.97876  -0.16008  0.17482
C  5.08884  -5.68598  -2.76348
C  -6.46316  1.41572  -0.58528
C  -1.05026  -3.46398  2.14242
C  0.23924  1.58742  -1.20178
C  -3.59156  -2.86478  1.59632
C  -2.12566  -1.29298  -3.85618
C  2.20964  3.77412  2.04862
C  -2.85656  1.95132  -0.05408
C  -2.09796  -4.30698  2.47242
C  4.59684  -0.47078  4.13292
C  -1.00516  6.81052  0.45432
C  -4.98196  2.53272  -2.09628
C  -6.10576  3.01762  -2.74988
C  -2.04946  4.12322  1.68772
C  2.52344  2.55622  1.49972
C  2.42524  -3.13658  0.67852
C  -2.82896  8.89372  0.86912
C  -1.25586  -1.23608  -2.66878
C  -0.78976  -3.67398  -2.73218
C  2.92064  -5.87498  -1.70348
H  6.95774  -4.67478  -4.46488
H  7.70994  1.35622  7.98722
H  -4.85776  -0.77988  0.09672
H  4.20264  -2.89998  3.43232
H  -0.03556  -3.70218  2.42082
H  -6.19216  -2.16328  -7.00408
H  -8.54186  1.80752  -1.01828
H  3.37584  1.98872  1.83642
H  -3.85526  -0.51588  -2.86368
H  -1.95696  -1.97128  -7.16708
H  -6.04446  -1.04868  -8.39268
H  6.12044  -3.82508  -2.38428
H  3.65954  -0.18768  7.84002
H  -6.16366  -0.39748  -6.74828
H  -6.65976  0.79792  0.27722
H  4.35904  -2.90108  -1.00318
H  -1.45396  1.30802  -3.98128
H  -0.26966  3.26762  -2.54288
H  -0.38906  5.36472  -0.97118
H  7.71524  -6.28378  -4.55338
H  -1.93526  -5.23948  2.98982
H  -0.05216  3.09752  3.87592
H  2.78934  4.17822  2.86712
H  2.05094  -6.47138  -1.46958
H  -6.02456  3.65702  -3.61778
H  4.87084  -0.55448  3.09152
H  -2.88606  2.99352  -0.32398
H  4.15654  -4.41308  1.23002
H  -1.43086  -3.93348  -3.55068
H  -3.48916  5.49822  2.34842
H  -1.95586  9.43602  1.24302
H  7.77584  -5.36478  -3.03248
H  6.55544  0.10642  4.70772
H  7.95504  0.14882  6.70482
H  0.91534  6.28022  -0.22358
H  7.28494  1.75802  6.30562
H  -3.72616  9.45642  1.11962
H  -2.76416  8.79072  -0.21858
H  -0.57526  -2.06788  -5.11218
H  0.55374  -5.36658  -2.48988
H  -5.25386  -0.51908  -4.86438
H  1.93654  -0.82008  6.19372
H  -0.78026  7.80952  0.11782
H  -4.62716  -2.60698  1.42162
H  -2.68226  3.34282  2.09272
H  -3.98896  2.76272  -2.45408
H  3.82364  -7.40858  -2.88368
H  1.52034  1.36912  5.18532

As for the multiplicity: 2. The value obtained for the highest occupied orbital energy (alpha / beta) is -10.9 / -11.8 eV. The HOMO-LUMO gap (alpha / beta) comes out at 3.32 / 4.21 eV. The total charge is +2.

Löwdin population analysis, charges in e, atoms 1 to 6: number 1, Re, carries 1.5820; number 2, O, carries -0.0804; number 3, O, carries -0.0547; number 4, O, carries -0.0601; number 5, O, carries -0.0656; number 6, N, carries -0.0253

no.,molecular weight (Da)
1,321.3
2,143.0
3,1231.4